Below is a molecular structure, C33H29N6O5RuS, with properties calculated with ωB97M-V/def2-TZVPD.

## Properties
Total energy, eV: -67288.6092
LUMO (spin up / spin down), Ha: -0.0358 / -0.0359
2S+1: 2
ΔE to the lowest compared entry with this formula, charge and spin, kJ/mol: 142.0

Geometry as XYZ:
```
75
Properties=species:S:1:pos:R:3:forces:R:3
Ru 0.553 -0.368 0.103 -0.15 0.01 -0.19
O -3.263 2.988 -1.765 0.07 -0.06 -0.04
C -3.422 3.044 -0.437 -0.01 -0.01 0.08
C -4.483 3.813 0.049 0.02 0.00 0.00
C -4.711 3.917 1.405 0.00 -0.01 0.01
C -3.890 3.257 2.320 -0.01 0.00 -0.02
C -2.842 2.495 1.848 0.01 0.03 -0.01
C -2.587 2.376 0.479 -0.06 0.01 -0.03
C -1.466 1.525 0.043 0.18 0.04 -0.01
O -0.760 0.938 0.960 -0.04 -0.06 0.08
N -1.194 1.462 -1.246 -0.17 0.06 0.01
N -0.160 0.556 -1.513 0.12 -0.23 -0.02
C 0.192 0.267 -2.728 0.01 0.07 0.06
C 1.290 -0.742 -2.623 -0.01 0.04 -0.01
C 1.939 -1.183 -3.767 0.02 -0.02 -0.04
C 2.970 -2.102 -3.672 -0.01 0.01 0.00
C 3.339 -2.576 -2.424 0.00 0.00 -0.02
C 2.662 -2.112 -1.310 -0.03 -0.01 0.04
N 1.670 -1.226 -1.404 -0.02 0.01 -0.01
H -2.494 2.395 -1.958 -0.02 0.04 0.01
H -5.114 4.317 -0.670 0.00 0.00 0.00
H -5.539 4.518 1.759 0.00 0.00 0.00
H -4.074 3.340 3.382 0.00 0.00 0.00
H -2.189 1.966 2.529 -0.01 0.03 -0.03
H 0.329 2.513 -0.828 0.04 -0.02 0.05
H 1.607 -0.785 -4.715 0.01 0.00 0.00
H 3.480 -2.447 -4.563 0.00 0.00 0.00
H 4.134 -3.297 -2.302 0.00 0.00 0.00
H 2.906 -2.447 -0.311 0.00 0.01 -0.01
C -2.835 -0.377 4.253 0.00 -0.04 0.00
C -1.953 -1.585 4.532 -0.01 0.01 0.01
N -0.621 -1.433 3.942 0.01 0.02 -0.01
C 0.411 -0.880 4.815 -0.01 0.01 -0.02
C 1.175 -1.961 5.563 0.00 -0.01 0.00
C -0.416 -1.739 2.657 -0.04 -0.07 0.12
S 1.197 -1.578 2.002 0.03 -0.04 0.19
N -1.464 -2.240 2.010 -0.03 -0.04 -0.22
C -1.594 -2.331 0.697 -0.04 0.04 0.08
O -0.970 -1.687 -0.195 0.02 -0.03 0.06
C -2.660 -3.249 0.196 0.03 0.01 -0.03
C -3.327 -4.112 1.060 0.01 0.00 0.02
C -4.305 -4.966 0.574 0.00 0.00 0.00
C -4.627 -4.956 -0.776 0.00 0.01 0.00
C -3.967 -4.092 -1.641 0.00 0.00 0.01
C -2.984 -3.243 -1.158 0.00 -0.01 0.00
H -3.807 -0.497 4.735 0.00 0.00 0.00
H -2.991 -0.266 3.180 0.00 0.00 0.01
H -2.378 0.538 4.634 0.00 0.00 0.00
H -2.406 -2.487 4.127 0.00 0.00 0.00
H -1.810 -1.725 5.604 0.00 0.00 0.00
H -0.095 -0.211 5.513 0.00 0.00 0.00
H 1.090 -0.280 4.214 0.01 0.01 -0.01
H 0.501 -2.586 6.151 0.00 0.00 0.00
H 1.899 -1.510 6.244 0.00 0.00 0.00
H 1.713 -2.597 4.861 0.00 0.00 0.00
H -3.069 -4.106 2.110 0.00 0.00 0.00
H -4.817 -5.638 1.249 0.00 0.00 0.00
H -5.394 -5.619 -1.155 0.00 0.00 0.00
H -4.220 -4.079 -2.693 0.00 0.00 0.00
H -2.463 -2.565 -1.820 0.00 0.00 0.00
O 3.763 -0.371 1.082 0.05 0.06 -0.05
C 3.395 0.732 0.801 -0.05 -0.08 0.12
N 2.082 1.043 0.305 0.08 0.09 -0.13
C 2.073 2.315 0.008 0.09 0.07 -0.03
O 1.136 3.013 -0.543 -0.06 0.07 -0.01
C 3.345 2.993 0.352 -0.07 -0.01 0.01
C 3.751 4.302 0.235 0.01 0.03 0.03
C 5.043 4.597 0.670 -0.01 0.00 -0.01
C 5.875 3.609 1.185 -0.01 -0.01 0.00
C 5.448 2.284 1.288 0.01 0.02 -0.02
C 4.169 2.009 0.863 0.01 -0.05 -0.03
H 3.099 5.065 -0.169 0.00 0.00 0.00
H 5.406 5.614 0.604 0.01 0.00 0.00
H 6.872 3.874 1.510 0.00 0.00 0.00
H 6.089 1.506 1.680 0.00 0.00 0.00
```
Positions in Å, forces in eV/Å.